{
  "formula": "C20H32BeN6O7",
  "method": "the ωB97M-V functional and the def2-TZVPD basis",
  "e_tot_ev": -44924.73944,
  "species": ["O", "H", "Be", "N", "N", "N", "N", "O", "O", "O", "O", "C", "C", "C", "C", "C", "H", "H", "H", "C", "H", "H", "H", "C", "C", "H", "H", "H", "H", "H", "H", "H", "H", "C", "H", "H", "H", "O", "H", "H", "C", "N", "N", "C", "O", "C", "C", "C", "C", "C", "C", "C", "C", "C", "H", "H", "H", "H", "H", "H", "H", "H", "H", "H", "H", "H"],
  "xyz": [[-0.8495, -1.0315, -4.8305], [-1.2747, -0.9843, -5.7107], [-0.0941, 0.0407, -1.0832], [0.8913, -0.9197, -2.2126], [-1.1555, -1.6399, -1.1404], [0.3330, 1.6941, -1.4089], [-1.6660, 0.8986, -0.4667], [2.0664, -0.4863, -2.4077], [1.6078, 1.9779, -1.6837], [-2.6604, 0.3171, 0.2896], [-2.1563, -2.0114, -0.3900], [-0.5912, -2.6112, -1.8918], [0.5787, -2.1878, -2.5505], [-0.3984, 2.7191, -1.0173], [-1.6002, 2.2444, -0.4277], [1.3970, -2.9651, -3.5152], [1.1841, -2.6453, -4.5438], [1.1592, -4.0331, -3.4494], [2.4618, -2.8204, -3.2927], [-1.2738, -3.9199, -2.0426], [-2.2627, -3.8108, -2.5148], [-1.4477, -4.3773, -1.0573], [-0.6608, -4.5997, -2.6464], [0.0587, 4.1223, -1.0680], [-2.5572, 3.1331, 0.2849], [0.8044, 4.2824, -1.8427], [0.5093, 4.4050, -0.1121], [-0.8063, 4.7552, -1.2645], [-3.4242, 2.5308, 0.5893], [-2.8915, 3.9825, -0.3341], [-2.0581, 3.5400, 1.1816], [1.9025, 1.0921, -2.1181], [-2.5356, -0.6969, 0.0542], [-2.1181, 0.0680, -3.2823], [-1.8658, -0.7649, -4.0734], [-1.7563, 1.1421, -3.4095], [-2.8902, -0.1528, -2.4646], [0.3951, 0.9584, -3.8871], [-0.0941, 0.2239, -4.4579], [0.7256, 1.6787, -4.4743], [1.3908, -1.0596, 4.6405], [1.1946, -1.3438, 3.2477], [1.0171, -0.3435, 2.3751], [0.8894, -0.8710, 1.1312], [0.8460, -0.0935, 0.1526], [1.0666, -2.2757, 1.2510], [1.2395, -2.5218, 2.5991], [1.4391, -3.8004, 3.2956], [0.8095, 1.0217, 2.7718], [1.9009, 1.8217, 3.1038], [1.6745, 3.1285, 3.5335], [0.3605, 3.6064, 3.6480], [-0.7254, 2.7792, 3.3301], [-0.4961, 1.4773, 2.8922], [1.5788, -2.0164, 5.1276], [0.4968, -0.5999, 5.0829], [2.2591, -0.4058, 4.7935], [1.0507, -2.9665, 0.4313], [2.4463, -3.8643, 3.7406], [0.6826, -3.9566, 4.0822], [1.3379, -4.6032, 2.5521], [2.9010, 1.3961, 2.9981], [2.5345, 3.7590, 3.7853], [0.1886, 4.6217, 4.0205], [-1.7475, 3.1472, 3.4560], [-1.3219, 0.8152, 2.6308]],
  "mulliken_charge": [-0.792, 0.137, -1.478, 1.597, 1.333, 1.612, 1.199, -0.816, -0.640, -0.629, -0.863, 0.180, 0.341, 0.450, -0.008, -1.917, 0.292, 0.463, 0.319, -1.652, 0.281, 0.325, 0.393, -1.812, -1.838, 0.445, 0.230, 0.427, 0.384, 0.450, 0.243, 0.532, 0.556, -0.988, 0.375, 0.274, 0.333, -0.525, 0.328, 0.156, -0.939, 0.029, 0.887, 0.296, -0.264, -0.875, 0.657, -1.852, -0.719, -0.189, -0.765, -0.449, -0.667, 0.210, 0.456, 0.298, 0.308, 0.522, 0.353, 0.388, 0.381, 0.539, 0.408, 0.425, 0.524, 0.342]
}